Entry 1:
C5H7ClO | ωB97M-V/def2-TZVPD

Positions of all 14 atoms, in Å:
C  0.7945  2.2864  1.5614
C  0.0618  1.4830  0.7330
C  0.3604  0.1182  0.2356
O  1.3426  -0.4571  0.7487
C  -0.3539  -0.4660  -0.9595
C  -0.4394  -2.0269  -0.7812
Cl  -1.6972  -2.5749  -2.0536
H  1.6614  1.7223  2.0575
H  0.6231  3.2869  1.7527
H  -0.8760  1.9312  0.3891
H  0.2001  -0.2978  -1.9045
H  -1.4219  -0.1629  -0.9871
H  0.5066  -2.4970  -1.0585
H  -0.7621  -2.3453  0.2665

ΔE to the lowest compared entry with this formula, charge and spin	21.10	kcal per mole
total charge	0
gap between HOMO and LUMO	9.80	eV

Here is what Löwdin gives for the atomic charges, in e: number 1, C, carries 0.07; number 2, C, carries -0.10; number 3, C, carries -0.40; number 4, O, carries 0.05; number 5, C, carries -0.21; number 6, C, carries -0.50; number 7, Cl, carries 0.46; number 8, H, carries 0.10; number 9, H, carries 0.03; number 10, H, carries 0.09; number 11, H, carries 0.13; number 12, H, carries 0.10; number 13, H, carries 0.07; number 14, H, carries 0.10


Entry 2:
C35H22Cl3IrN5O2 | ωB97M-V/def2-TZVPD

Positions of all 68 atoms, in Å:
Ir  0.8676  0.2706  0.0971
C  4.4330  -2.1813  0.6697
C  5.4936  -1.3183  0.9158
C  5.2476  0.0353  0.9660
C  3.9494  0.5227  0.7712
N  2.9297  -0.3230  0.5133
C  3.1812  -1.6446  0.4789
N  3.8358  1.9087  0.8741
C  2.7316  2.5504  0.9336
N  1.4496  2.0395  0.8550
C  0.5425  3.0182  1.0074
N  -0.7556  2.9567  1.1200
C  -1.7861  2.1305  1.0940
C  -2.8984  2.5148  1.9020
C  -4.0791  1.8484  1.8782
C  -4.2490  0.7337  1.0261
C  -3.2040  0.3404  0.2727
N  -1.9869  0.9925  0.3107
C  1.2630  4.3063  1.1525
C  0.8048  5.5950  1.3287
C  1.7605  6.5999  1.4521
C  3.1207  6.3071  1.4149
C  3.5733  5.0002  1.2511
C  2.6197  4.0140  1.1132
H  4.5636  -3.2528  0.6270
H  6.4949  -1.6983  1.0708
H  6.0263  0.7569  1.1608
H  2.3163  -2.2684  0.3045
H  -2.7402  3.3786  2.5291
H  -4.8932  2.1759  2.5115
H  -5.1787  0.1881  0.9777
H  -3.2213  -0.5157  -0.3839
H  -0.2546  5.8096  1.3696
H  1.4422  7.6257  1.5842
H  3.8384  7.1103  1.5190
H  4.6279  4.7614  1.2307
C  -0.9136  0.3961  -0.3344
C  -0.6180  -0.8248  -0.9372
C  -1.1298  -1.7392  -1.7797
C  -2.3927  -1.4791  -2.5096
C  -2.6476  -0.2203  -3.0564
C  -3.8630  0.0559  -3.6664
C  -4.8412  -0.9242  -3.7442
C  -4.5932  -2.1862  -3.2181
C  -3.3776  -2.4650  -2.6142
C  -0.4280  -3.0234  -1.9928
C  -0.4307  -3.6550  -3.2373
C  0.2563  -4.8441  -3.4259
C  0.9436  -5.4271  -2.3702
C  0.9395  -4.8131  -1.1249
C  0.2616  -3.6187  -0.9335
H  -1.8748  0.5376  -3.0102
H  -4.0412  1.0356  -4.0913
H  -5.7890  -0.7105  -4.2211
H  -5.3514  -2.9567  -3.2777
H  -3.1880  -3.4486  -2.2028
H  -0.9632  -3.2030  -4.0654
H  0.2550  -5.3167  -4.4000
H  1.4728  -6.3602  -2.5162
H  1.4575  -5.2720  -0.2915
H  0.2478  -3.1477  0.0425
Cl  -0.3586  -2.9549  4.7145
C  -0.4455  -1.3185  4.0787
Cl  0.2977  -0.1897  5.2324
Cl  -2.1565  -0.8789  3.8468
C  0.3087  -1.1804  2.7077
O  0.9307  -2.1368  2.2843
O  0.1658  -0.0193  2.2147

ΔE to the lowest compared entry with this formula, charge and spin	52.39	kcal per mole
total charge	0
2S+1	2
gap between HOMO and LUMO (alpha / beta)	5.91 / 6.08	eV

Here is what Löwdin gives for the atomic charges, in e: number 1, Ir, carries 1.38; number 2, C, carries -0.04; number 3, C, carries -0.05; number 4, C, carries -0.01; number 5, C, carries -0.29; number 6, N, carries -0.03; number 7, C, carries -0.12; number 8, N, carries 0.18; number 9, C, carries -0.26; number 10, N, carries -0.05; number 11, C, carries -0.25; number 12, N, carries 0.20; number 13, C, carries -0.21; number 14, C, carries 0.01; number 15, C, carries -0.04; number 16, C, carries -0.04; number 17, C, carries -0.01; number 18, N, carries 0.05; number 19, C, carries -0.10; number 20, C, carries 0.00; number 21, C, carries -0.07; number 22, C, carries -0.07; number 23, C, carries 0.00; number 24, C, carries -0.10; number 25, H, carries 0.11; number 26, H, carries 0.11; number 27, H, carries 0.11; number 28, H, carries 0.08; number 29, H, carries 0.12; number 30, H, carries 0.12; number 31, H, carries 0.12; number 32, H, carries 0.13; number 33, H, carries 0.11; number 34, H, carries 0.10; number 35, H, carries 0.10; number 36, H, carries 0.12; number 37, C, carries -0.34; number 38, C, carries -0.19; number 39, C, carries -0.18; number 40, C, carries -0.22; number 41, C, carries -0.04; number 42, C, carries -0.08; number 43, C, carries -0.09; number 44, C, carries -0.08; number 45, C, carries -0.03; number 46, C, carries -0.19; number 47, C, carries -0.03; number 48, C, carries -0.08; number 49, C, carries -0.09; number 50, C, carries -0.08; number 51, C, carries -0.03; number 52, H, carries 0.12; number 53, H, carries 0.10; number 54, H, carries 0.10; number 55, H, carries 0.10; number 56, H, carries 0.12; number 57, H, carries 0.12; number 58, H, carries 0.10; number 59, H, carries 0.10; number 60, H, carries 0.10; number 61, H, carries 0.09; number 62, Cl, carries 0.61; number 63, C, carries -1.50; number 64, Cl, carries 0.59; number 65, Cl, carries 0.59; number 66, C, carries -0.81; number 67, O, carries -0.01; number 68, O, carries -0.18


Entry 3:
C4H7NO | ωB97M-V/def2-TZVPD

Positions of all 13 atoms, in Å:
O  -2.0923  1.6442  0.4082
C  0.0614  0.5016  -0.8487
C  1.0108  0.8113  0.2925
C  1.1771  -0.6245  -0.0203
N  0.1375  -1.3768  0.6694
C  -0.3352  -0.8204  -0.5841
H  -2.2716  0.7068  0.5488
H  -1.6078  1.6537  -0.4329
H  0.6125  0.9647  1.2964
H  1.7861  1.5192  0.0089
H  1.9924  -1.1194  -0.5363
H  0.2718  -2.3800  0.5462
H  -0.7429  -1.4805  -1.3482

ΔE to the lowest compared entry with this formula, charge and spin	126.20	kcal per mole
total charge	0
gap between HOMO and LUMO	9.19	eV

Here is what Löwdin gives for the atomic charges, in e: number 1, O, carries -0.07; number 2, C, carries -0.04; number 3, C, carries -0.14; number 4, C, carries -0.23; number 5, N, carries 0.07; number 6, C, carries -0.23; number 7, H, carries 0.03; number 8, H, carries 0.00; number 9, H, carries 0.12; number 10, H, carries 0.10; number 11, H, carries 0.15; number 12, H, carries 0.11; number 13, H, carries 0.13


Entry 4:
C6H9N2O2S | ωB97M-V/def2-TZVPD

Positions of all 20 atoms, in Å:
N  0.6931  -2.1179  0.4799
C  1.3502  -1.1473  -0.0438
C  1.1556  -0.8367  -1.4788
C  -0.1893  -0.3624  -1.9613
S  -0.3559  1.4462  -1.7642
C  -0.5031  1.5120  -0.0833
O  -0.3741  2.6815  0.5867
C  -0.8393  2.5369  1.8241
N  -1.1244  1.2433  2.0381
C  -1.0096  0.5065  0.8603
O  -1.2830  -0.7134  0.8450
H  0.8195  -2.5877  1.3339
H  -0.0837  -2.4638  -0.0966
H  2.2780  -0.8269  0.4932
H  1.9518  -0.1938  -1.8901
H  1.2778  -1.8851  -1.9267
H  -0.3212  -0.5018  -3.0939
H  -1.1215  -0.5295  -1.4295
H  -0.7604  3.4366  2.4176
H  -1.5606  0.8034  2.8895

ΔE to the lowest compared entry with this formula, charge and spin	18.34	kcal per mole
total charge	+1
gap between HOMO and LUMO (alpha / beta)	6.50 / 6.50	eV

Here is what Löwdin gives for the atomic charges, in e: number 1, N, carries 0.21; number 2, C, carries -0.07; number 3, C, carries -0.21; number 4, C, carries -0.43; number 5, S, carries 1.01; number 6, C, carries -0.54; number 7, O, carries 0.05; number 8, C, carries -0.05; number 9, N, carries 0.19; number 10, C, carries -0.46; number 11, O, carries -0.06; number 12, H, carries 0.14; number 13, H, carries 0.16; number 14, H, carries 0.17; number 15, H, carries 0.13; number 16, H, carries 0.16; number 17, H, carries 0.13; number 18, H, carries 0.06; number 19, H, carries 0.17; number 20, H, carries 0.22


Entry 5:
C26H37ClLuN2O2 | ωB97M-V/def2-TZVPD

Positions of all 69 atoms, in Å:
Lu  -0.1362  -0.0363  -0.0674
Cl  -1.7075  -1.3819  -1.1692
N  -1.0144  -0.5406  1.7861
N  0.5506  0.6622  -1.9403
C  -0.6508  -1.6468  2.4399
C  1.4494  -0.0288  -2.6440
C  -2.2352  -0.0266  2.3252
C  -2.7726  -1.2772  2.9913
C  -3.2014  0.5310  1.2930
C  -1.8859  1.0272  3.3666
H  -3.3988  -0.2060  0.5044
H  -2.7954  1.4362  0.8300
H  -4.1449  0.7878  1.7915
H  -1.2436  0.5916  4.1492
H  -2.7980  1.4016  3.8372
H  -1.3464  1.8623  2.9018
C  -0.0812  1.6434  -2.7694
C  0.2073  1.0545  -4.1357
C  0.6550  2.9623  -2.5870
C  -1.5726  1.8134  -2.5319
H  -2.0870  0.8450  -2.5807
H  -1.9814  2.4771  -3.3044
H  -1.7638  2.2613  -1.5517
H  1.7222  2.8410  -2.8347
H  0.5782  3.3055  -1.5489
H  0.2303  3.7196  -3.2505
O  1.4019  0.2396  -3.9233
H  0.4265  1.7942  -4.9067
H  -0.5868  0.3674  -4.4720
O  -1.5742  -2.0724  3.2621
H  -3.4019  -1.8770  2.3131
H  -3.2881  -1.0979  3.9356
C  0.6406  -2.3316  2.3405
C  2.4518  -0.9575  -2.1160
C  1.9602  -2.0417  -1.1919
H  3.1901  -0.3392  -1.5723
H  2.9541  -1.3714  -2.9902
C  1.2455  -1.7828  -0.0511
C  1.0929  -2.7042  0.9529
H  1.5049  0.2719  0.7110
C  1.5588  -4.0140  0.7457
C  2.1802  -4.3108  -0.4533
C  1.4278  -5.0798  1.7861
C  2.4318  -3.3472  -1.4122
H  2.5231  -5.3265  -0.6283
C  3.2150  -3.7152  -2.6316
H  3.3893  -4.7980  -2.6473
H  4.2006  -3.2322  -2.6629
H  2.6910  -3.4568  -3.5584
H  2.0452  -4.8838  2.6726
H  1.7576  -6.0416  1.3742
H  0.3941  -5.2089  2.1255
H  0.5633  -3.2035  2.9886
H  1.3894  -1.6495  2.7854
C  0.1981  4.9357  2.4478
C  -0.6329  4.5907  1.1891
C  -2.1295  4.8565  1.4906
C  -0.1922  5.5237  0.0324
C  -0.4481  3.2184  0.8304
C  -0.2696  2.0207  0.5274
H  0.0665  5.9857  2.7483
H  1.2609  4.7645  2.2525
H  -0.1091  4.2994  3.2853
H  -2.3098  5.9054  1.7720
H  -2.7384  4.6285  0.6086
H  -2.4654  4.2187  2.3178
H  0.8685  5.3674  -0.1927
H  -0.7784  5.3099  -0.8692
H  -0.3345  6.5848  0.2879

total charge	-1
gap between HOMO and LUMO	5.20	eV

Here is what Löwdin gives for the atomic charges, in e: number 1, Lu, carries 0.79; number 2, Cl, carries -0.02; number 3, N, carries -0.03; number 4, N, carries -0.03; number 5, C, carries -0.32; number 6, C, carries -0.32; number 7, C, carries -0.58; number 8, C, carries -0.06; number 9, C, carries -0.05; number 10, C, carries -0.02; number 11, H, carries 0.03; number 12, H, carries 0.06; number 13, H, carries 0.09; number 14, H, carries 0.10; number 15, H, carries 0.08; number 16, H, carries 0.06; number 17, C, carries -0.58; number 18, C, carries -0.06; number 19, C, carries -0.02; number 20, C, carries -0.05; number 21, H, carries 0.03; number 22, H, carries 0.09; number 23, H, carries 0.06; number 24, H, carries 0.10; number 25, H, carries 0.05; number 26, H, carries 0.08; number 27, O, carries 0.04; number 28, H, carries 0.13; number 29, H, carries 0.14; number 30, O, carries 0.04; number 31, H, carries 0.14; number 32, H, carries 0.13; number 33, C, carries -0.06; number 34, C, carries -0.06; number 35, C, carries -0.23; number 36, H, carries 0.14; number 37, H, carries 0.10; number 38, C, carries -0.27; number 39, C, carries -0.23; number 40, H, carries -0.07; number 41, C, carries -0.24; number 42, C, carries -0.04; number 43, C, carries -0.07; number 44, C, carries -0.24; number 45, H, carries 0.10; number 46, C, carries -0.07; number 47, H, carries 0.07; number 48, H, carries 0.08; number 49, H, carries 0.08; number 50, H, carries 0.08; number 51, H, carries 0.07; number 52, H, carries 0.08; number 53, H, carries 0.10; number 54, H, carries 0.14; number 55, C, carries -0.06; number 56, C, carries -0.65; number 57, C, carries -0.06; number 58, C, carries -0.07; number 59, C, carries -0.19; number 60, C, carries -0.18; number 61, H, carries 0.07; number 62, H, carries 0.08; number 63, H, carries 0.08; number 64, H, carries 0.07; number 65, H, carries 0.08; number 66, H, carries 0.07; number 67, H, carries 0.08; number 68, H, carries 0.08; number 69, H, carries 0.07


Entry 6:
CH4Cl2OSi | ωB97M-V/def2-TZVPD

Positions of all 9 atoms, in Å:
C  0.2482  -0.1276  0.6486
Si  -1.7678  -0.0521  -0.1601
O  -1.7487  -0.1244  -1.7926
Cl  -2.6903  1.5727  0.3580
Cl  -2.8075  -1.6801  0.3459
H  0.7048  0.8139  0.4543
H  0.2788  -0.2836  1.6819
H  0.6228  -1.0616  0.1132
H  -0.9013  -0.3641  -2.1857

ΔE to the lowest compared entry with this formula, charge and spin	16.76	kcal per mole
total charge	0
gap between HOMO and LUMO	10.95	eV

Here is what Löwdin gives for the atomic charges, in e: number 1, C, carries -0.15; number 2, Si, carries -0.47; number 3, O, carries -0.23; number 4, Cl, carries 0.43; number 5, Cl, carries 0.37; number 6, H, carries -0.01; number 7, H, carries -0.03; number 8, H, carries 0.03; number 9, H, carries 0.06